{
  "formula": "C40H56N9O16",
  "method": "ωB97M-V with the def2-TZVPD basis set",
  "e_above_lowest_ev": 3.752,
  "max_force_ev_per_a": 10.06,
  "gap_ev": 6.33,
  "charge": -1,
  "e_tot_ha": -3253.34978,
  "e_lumo_ev": -0.1,
  "homo_energy_ev": -6.414,
  "elements": ["C", "O", "O", "O", "H", "C", "C", "C", "C", "C", "C", "N", "O", "O", "H", "H", "H", "H", "H", "C", "C", "C", "C", "C", "C", "N", "O", "O", "H", "H", "H", "H", "H", "C", "C", "C", "C", "C", "C", "N", "O", "O", "H", "H", "H", "H", "H", "C", "C", "C", "C", "C", "C", "N", "O", "O", "H", "H", "H", "H", "H", "C", "O", "N", "C", "C", "H", "H", "H", "H", "H", "H", "H", "C", "O", "N", "C", "C", "H", "H", "H", "H", "H", "H", "H", "C", "O", "N", "C", "C", "H", "H", "H", "H", "H", "H", "H", "C", "O", "N", "C", "C", "H", "H", "H", "H", "H", "H", "H", "C", "O", "N", "C", "C", "H", "H", "H", "H", "H", "H", "H"],
  "coordinates": [[-0.459, 0.605, -0.668], [-0.133, 1.624, -0.095], [-0.610, 0.739, -2.037], [-0.607, -0.485, -0.188], [-0.370, 1.631, -2.056], [-3.552, -3.296, 1.576], [-3.111, -2.728, 0.221], [-2.905, -3.727, -0.912], [-3.083, -5.279, -0.581], [-3.568, -5.751, 0.801], [-3.801, -4.636, 1.801], [-2.651, -6.207, -1.659], [-2.292, -7.381, -1.289], [-2.773, -5.914, -2.856], [-3.424, -2.590, 2.464], [-2.784, -1.674, 0.201], [-2.605, -3.298, -1.968], [-3.732, -6.827, 1.073], [-4.154, -4.733, 2.864], [-1.732, -0.041, 4.253], [-1.507, 0.527, 2.806], [-2.728, 0.978, 1.920], [-4.197, 0.642, 2.537], [-4.267, -0.036, 3.849], [-2.903, -0.338, 4.678], [-5.410, 0.904, 1.690], [-6.532, 0.218, 1.910], [-5.316, 1.749, 0.774], [-0.967, -0.393, 4.910], [-0.492, 0.575, 2.466], [-2.606, 1.578, 0.937], [-5.238, -0.179, 4.485], [-2.867, -1.033, 5.681], [1.267, 2.826, 3.824], [0.597, 3.612, 2.676], [1.066, 5.048, 2.289], [2.165, 5.638, 3.229], [2.934, 4.743, 4.259], [2.333, 3.349, 4.526], [2.674, 7.105, 2.969], [1.981, 7.799, 2.227], [3.849, 7.310, 3.030], [0.640, 1.843, 4.096], [-0.095, 3.110, 2.054], [0.528, 5.677, 1.481], [3.761, 5.140, 4.794], [2.740, 2.717, 5.184], [5.193, 0.556, -4.826], [4.062, 0.844, -5.852], [2.907, 1.749, -5.497], [2.651, 2.223, -3.942], [3.931, 2.079, -3.048], [5.112, 1.074, -3.538], [1.530, 3.084, -3.589], [0.460, 2.821, -4.199], [1.589, 3.909, -2.670], [6.052, 0.028, -5.144], [4.204, 0.459, -6.807], [1.948, 1.973, -6.202], [4.204, 2.552, -2.105], [5.786, 0.976, -2.747], [-4.189, -0.322, -2.308], [-5.181, -0.513, -1.487], [-3.911, -1.171, -3.336], [-2.768, -0.979, -4.256], [-4.672, -2.439, -3.459], [-3.603, 0.407, -2.094], [-2.824, -1.616, -4.928], [-1.933, -1.253, -3.583], [-2.534, -0.008, -4.614], [-5.271, -2.756, -2.667], [-4.186, -3.402, -3.886], [-5.426, -2.382, -4.182], [0.540, -2.532, 2.834], [1.034, -2.127, 3.845], [0.723, -3.833, 2.498], [0.504, -4.286, 1.165], [1.656, -4.765, 3.177], [-0.072, -2.046, 2.177], [1.377, -4.293, 0.426], [-0.224, -3.855, 0.516], [-0.208, -5.090, 1.194], [1.669, -4.447, 4.182], [2.712, -5.008, 2.640], [1.162, -5.644, 3.475], [-2.631, 4.611, 0.667], [-3.438, 5.203, 1.438], [-1.774, 5.352, -0.012], [-0.905, 4.722, -1.046], [-1.380, 6.772, 0.229], [-2.538, 3.588, 0.526], [0.113, 4.390, -0.466], [-0.400, 5.391, -1.800], [-1.305, 3.843, -1.717], [-1.719, 7.125, 1.198], [-1.958, 7.359, -0.639], [-0.212, 6.868, 0.254], [0.590, -3.281, -2.268], [-0.008, -4.367, -1.985], [1.689, -2.962, -2.827], [2.186, -1.658, -3.013], [2.560, -4.118, -2.864], [0.174, -2.321, -1.919], [2.974, -1.441, -2.263], [1.414, -0.858, -2.734], [2.607, -1.490, -3.850], [2.282, -4.458, -3.806], [2.604, -4.785, -1.975], [3.624, -3.651, -3.138], [4.193, -0.388, 3.141], [5.320, -0.854, 3.540], [4.015, -0.030, 1.865], [2.665, 0.226, 1.397], [5.150, -0.068, 0.902], [3.440, -0.325, 3.967], [2.688, -0.418, 0.625], [2.409, 1.306, 1.021], [1.957, 0.038, 2.158], [5.167, 0.457, 0.005], [5.270, -1.117, 0.543], [6.106, 0.227, 1.453]],
  "mulliken_charge": [0.253, -0.604, -0.304, -0.044, -0.113, -0.176, 0.239, 0.358, -0.593, -0.870, -0.361, 1.090, -0.635, -0.573, -0.005, 0.127, 0.653, 0.381, 0.295, -0.924, -0.105, 0.200, -0.217, -0.758, -0.186, 0.916, -0.568, -0.486, 0.409, 0.807, 0.246, 0.299, 0.141, -0.217, 0.084, 0.053, 0.165, -0.787, -0.373, 0.850, -0.564, -0.538, -0.047, 0.334, -0.170, 0.441, 0.588, -0.488, -0.478, -0.493, 0.339, -0.387, -0.466, 0.993, -0.561, -0.553, 0.468, 0.489, 0.228, 0.464, 0.408, -0.548, -0.679, 0.174, -1.234, -1.120, 0.935, 0.591, 0.335, 0.373, 0.424, 0.283, 0.512, 0.393, -0.686, 0.233, -0.933, -1.103, 0.403, 0.236, -0.043, 0.480, 0.425, 0.255, 0.406, 0.789, -0.748, 0.191, -0.543, -0.978, -0.045, 0.138, 0.410, 0.065, 0.331, 0.300, 0.404, 0.303, -0.704, 0.055, -1.194, -1.180, 0.178, 0.390, 0.097, 0.876, 0.474, 0.310, 0.324, 0.113, -0.712, 0.271, -0.001, -1.127, 0.422, 0.492, -0.159, -0.416, 0.433, 0.327, 0.329]
}

***

{
  "formula": "C40H57F21O20",
  "method": "ωB97M-V with the def2-TZVPD basis set",
  "s_squared": 0.754,
  "max_force_ev_per_a": 7.51,
  "gap_ev": [9.58, 2.87],
  "charge": 1,
  "e_tot_ha": -5159.86548,
  "e_lumo_ev": [-2.7, -9.5],
  "spin_multiplicity": 2,
  "homo_energy_ev": [-12.319, -12.319],
  "elements": ["C", "O", "C", "C", "O", "C", "H", "H", "H", "H", "H", "H", "H", "H", "H", "H", "O", "C", "O", "C", "C", "C", "H", "H", "H", "H", "H", "H", "O", "C", "O", "C", "C", "C", "H", "H", "H", "H", "H", "H", "C", "C", "O", "C", "O", "C", "F", "F", "F", "H", "H", "H", "H", "H", "C", "C", "O", "C", "O", "C", "F", "F", "F", "H", "H", "H", "H", "H", "C", "C", "O", "C", "O", "C", "F", "F", "F", "H", "H", "H", "H", "H", "C", "C", "O", "C", "O", "C", "F", "F", "F", "H", "H", "H", "H", "H", "C", "C", "O", "C", "O", "C", "F", "F", "F", "H", "H", "H", "H", "H", "C", "C", "O", "C", "O", "C", "F", "F", "F", "H", "H", "H", "H", "H", "C", "C", "O", "C", "O", "C", "F", "F", "F", "H", "H", "H", "H", "H"],
  "coordinates": [[27.196, -26.526, 2.236], [26.975, -25.991, 3.519], [26.886, -26.970, 4.569], [26.480, -26.354, 5.891], [26.380, -27.206, 7.006], [25.457, -28.141, 6.895], [28.176, -26.922, 1.969], [27.180, -25.664, 1.570], [26.372, -27.201, 2.003], [27.774, -27.599, 4.516], [26.060, -27.592, 4.227], [25.520, -25.882, 5.685], [27.267, -25.634, 6.118], [25.307, -28.677, 7.833], [25.765, -28.951, 6.234], [24.427, -27.835, 6.715], [28.137, -22.745, -0.691], [28.083, -22.599, 0.542], [28.488, -23.458, 1.485], [28.475, -22.923, 2.787], [28.218, -21.452, 2.650], [27.592, -21.345, 1.314], [29.450, -22.893, 3.273], [27.709, -23.369, 3.421], [29.201, -20.996, 2.768], [27.609, -20.906, 3.370], [27.893, -20.434, 0.798], [26.512, -21.488, 1.357], [25.382, -21.668, 4.788], [24.712, -22.476, 4.133], [24.894, -22.555, 2.782], [23.931, -23.411, 2.163], [23.706, -24.400, 3.270], [23.745, -23.553, 4.585], [24.347, -23.843, 1.253], [22.983, -22.881, 2.065], [24.512, -25.133, 3.270], [22.754, -24.916, 3.144], [24.248, -24.106, 5.377], [22.724, -23.284, 4.854], [27.065, -24.531, 9.609], [26.397, -23.288, 9.184], [25.214, -23.134, 9.923], [24.073, -23.602, 9.344], [23.953, -24.299, 8.274], [22.950, -23.508, 10.310], [22.664, -24.726, 10.703], [23.225, -22.919, 11.492], [21.780, -22.998, 9.784], [26.315, -25.285, 9.371], [27.580, -24.463, 10.568], [27.846, -24.779, 8.890], [26.229, -23.281, 8.108], [27.015, -22.437, 9.471], [23.208, -18.692, 4.547], [21.729, -18.768, 4.885], [21.710, -19.487, 6.076], [20.653, -19.537, 6.834], [19.656, -18.851, 6.550], [20.856, -20.494, 8.008], [22.042, -20.731, 8.325], [20.207, -19.970, 9.014], [20.199, -21.562, 7.683], [23.383, -17.868, 3.855], [23.492, -19.656, 4.127], [23.885, -18.636, 5.400], [21.292, -19.331, 4.060], [21.272, -17.813, 5.142], [26.727, -19.840, 7.540], [28.136, -20.049, 7.079], [28.816, -18.761, 6.733], [29.469, -18.020, 7.739], [29.815, -18.494, 8.839], [29.649, -16.542, 7.298], [30.755, -16.097, 8.005], [29.808, -16.397, 5.981], [28.565, -15.986, 7.754], [26.645, -18.982, 8.208], [26.372, -20.667, 8.155], [26.139, -19.521, 6.679], [28.093, -20.731, 6.230], [28.594, -20.484, 7.967], [22.017, -28.091, 0.752], [23.005, -27.871, 1.930], [24.003, -28.854, 1.912], [23.984, -29.771, 2.967], [23.272, -29.671, 3.938], [25.145, -30.815, 2.945], [25.737, -30.846, 1.777], [26.002, -30.539, 3.936], [24.624, -32.064, 2.987], [22.412, -28.512, -0.173], [21.590, -27.127, 0.475], [21.171, -28.733, 0.997], [22.306, -28.048, 2.747], [23.495, -26.904, 1.817], [17.727, -25.301, -1.472], [18.903, -24.474, -2.067], [19.174, -23.318, -1.333], [20.091, -23.289, -0.513], [20.664, -24.281, 0.057], [20.524, -21.857, -0.228], [19.778, -21.433, 0.785], [21.800, -21.926, 0.163], [20.400, -20.942, -1.170], [17.825, -25.769, -0.492], [17.470, -26.106, -2.160], [16.799, -24.729, -1.438], [18.512, -24.053, -2.994], [19.773, -25.068, -2.345], [26.348, -26.086, -1.088], [25.101, -26.245, -1.979], [24.694, -25.131, -2.715], [23.964, -24.171, -2.176], [23.521, -24.158, -1.042], [23.696, -22.960, -3.060], [24.055, -23.127, -4.409], [22.377, -22.742, -2.972], [24.345, -21.934, -2.487], [27.291, -26.123, -1.634], [26.625, -26.999, -0.561], [26.367, -25.128, -0.567], [24.312, -26.542, -1.288], [25.259, -27.040, -2.708], [21.231, -26.231, 6.914], [21.610, -26.752, 5.535], [20.515, -26.741, 4.607], [19.921, -25.570, 4.134], [20.348, -24.412, 4.418], [18.589, -25.675, 3.331], [18.258, -27.015, 3.094], [17.699, -25.175, 4.119], [18.655, -24.958, 2.128], [20.310, -26.749, 7.182], [21.107, -25.153, 7.026], [21.934, -26.439, 7.720], [21.895, -27.788, 5.719], [22.556, -26.303, 5.232]],
  "mulliken_charge": [-0.198, 0.319, 0.086, -0.230, -0.432, -0.523, 0.400, -0.102, 0.213, 0.394, -0.159, 0.106, 0.339, 0.371, 0.305, 0.056, -0.630, 0.509, -0.434, 0.236, -0.355, -0.332, 0.407, -0.257, 0.551, -0.045, 0.495, -0.091, -0.560, 0.262, -0.134, -0.204, 1.250, 0.547, -0.156, 0.021, -0.753, -0.094, -0.562, 0.357, -1.227, 0.170, -0.269, 0.376, -0.398, 0.624, -0.254, -0.262, -0.141, 0.295, 0.350, 0.342, 0.071, 0.303, -0.691, -0.328, -0.148, 0.213, -0.601, 1.082, -0.216, -0.287, -0.269, 0.447, -0.053, 0.196, 0.246, 0.403, -0.524, -0.170, -0.289, 0.277, -0.538, 0.925, -0.237, -0.211, -0.210, 0.475, -0.096, 0.103, 0.059, 0.412, -1.600, 0.725, -0.239, 0.476, -0.486, 0.727, -0.248, -0.184, -0.253, 0.414, 0.214, 0.422, 0.293, -0.252, -1.148, -0.214, -0.251, 0.263, -0.339, 0.729, -0.264, -0.115, -0.263, 0.225, 0.413, 0.338, 0.352, 0.281, -0.941, -0.210, -0.338, 0.250, -0.321, 0.801, -0.253, -0.196, -0.212, 0.441, 0.343, 0.147, 0.093, 0.390, -1.738, 0.811, -0.341, 0.493, -0.549, 0.690, -0.261, -0.205, -0.130, 0.449, 0.400, 0.425, 0.430, -0.406]
}